The following is a DFT calculation (wB97M-V/def2-TZVPD) of C14H30BBr4F4KN2O5 as an isolated structure.

XYZ file:
```
61
Properties=species:S:1:pos:R:3:mulliken_charge:R:1
K -0.970 -2.858 1.114 1.0667
B 1.688 -1.386 0.526 0.5398
F 2.995 -1.076 0.179 -0.2816
F 1.092 -2.258 -0.412 -0.4388
F 1.624 -1.947 1.804 -0.3906
F 0.904 -0.190 0.530 -0.3488
C -0.079 -0.655 -3.364 -0.9092
C -1.002 0.563 -3.162 0.1897
O -1.927 0.659 -4.260 -0.3594
C -1.826 1.699 -5.089 0.8287
O -1.214 2.700 -4.883 -0.5604
O -2.530 1.519 -6.198 -0.3607
C -3.006 0.214 -6.529 -0.5926
H 0.418 -0.627 -4.328 0.3675
H -0.774 -1.494 -3.302 0.3554
H 0.658 -0.602 -2.568 -0.0166
H -0.354 1.436 -3.276 0.2637
H -1.537 0.627 -2.220 -0.0808
H -3.143 0.190 -7.606 0.2519
H -4.004 0.062 -6.110 0.2481
H -2.345 -0.551 -6.136 0.2907
C -2.538 -1.255 4.072 -0.1210
O -2.502 -1.921 3.050 -0.5085
N -1.547 -0.482 4.552 0.4059
C -0.245 -0.455 3.918 -0.8299
C -1.700 0.329 5.754 -0.9208
H -3.395 -1.317 4.758 0.3229
H 0.249 0.518 3.931 0.3903
H -0.303 -0.651 2.849 -0.1088
H 0.465 -1.182 4.315 0.3604
H -2.673 0.077 6.177 0.2959
H -0.993 -0.037 6.504 0.3500
H -1.508 1.381 5.574 0.2904
C -3.650 -0.435 0.023 -0.0653
O -2.855 -1.307 -0.245 -0.5416
N -3.359 0.830 0.415 0.3351
C -4.385 1.843 0.505 -1.0693
C -2.092 1.141 1.055 -0.9248
H -4.747 -0.575 0.028 0.3958
H -4.000 2.798 0.152 0.3212
H -4.833 1.936 1.497 0.3199
H -5.192 1.589 -0.186 0.4082
H -1.728 2.089 0.651 0.4500
H -2.126 1.186 2.145 0.2924
H -1.314 0.431 0.768 0.0906
Br 5.840 -1.436 -2.031 -0.2104
C 4.761 -0.349 -3.302 -0.6608
C 3.940 0.631 -2.482 0.0120
Br 2.593 1.381 -3.710 -0.1691
H 4.111 -1.001 -3.880 0.3778
H 5.439 0.103 -4.020 0.4091
H 4.546 1.417 -2.045 0.4000
H 3.463 0.074 -1.679 -0.1339
Br 5.311 1.645 3.961 -0.1787
C 5.432 -0.167 3.133 -0.5908
C 4.076 -0.837 3.082 -0.4846
Br 3.413 -1.317 4.861 -0.1572
H 6.131 -0.680 3.782 0.3953
H 5.792 -0.014 2.121 0.3960
H 4.152 -1.795 2.581 0.3780
H 3.303 -0.213 2.656 0.2158
```

HOMO level	-0.35926	Eh
orbital gap	9.652	eV
charge	0
E	-12357.786949	a.u.
largest force on an atom	2.4	eV/Å